(1)
The molecule CH3NO3S in a non-equilibrium geometry, computed with ωB97M-V with the def2-TZVPD basis set.

Properties
Lowest unoccupied orbital energy (spin up / spin down), eV: -0.07 / -2.91
F_max, hartree/bohr: 0.07427
Highest occupied orbital energy (spin up / spin down), eV: -10.423 / -9.269
Charge: 0
Energy relative to the best compared isomer or geometry (same formula, charge and spin), kJ/mol: 578.3

XYZ file:
```
9
Properties=species:S:1:pos:R:3:mulliken_charge:R:1
C -0.824 -0.408 -0.661 -0.580
N 2.105 0.970 0.996 -0.216
O -0.803 2.212 -0.593 -0.547
O -0.724 0.958 1.513 -0.588
O 1.323 1.125 0.020 -0.123
S -0.455 1.043 0.128 1.088
H -0.591 -1.264 -0.102 0.344
H -0.602 -0.405 -1.658 0.384
H 1.655 0.550 1.786 0.236
```



(2)
A cluster of 2 separate species, CH3NO3S in total in a non-equilibrium geometry, computed with ωB97M-V with the def2-TZVPD basis set.

Properties
SMILES: O=[N+]([O-])O.C=S
Lowest unoccupied orbital energy, eV: -0.66
F_max, hartree/bohr: 0.10906
Highest occupied orbital energy, eV: -9.015
Charge: 0
Energy relative to the best compared isomer or geometry (same formula, charge and spin), kJ/mol: 541.7

XYZ file:
```
9
Properties=species:S:1:pos:R:3:mulliken_charge:R:1
O -1.741 -1.890 0.015 -0.532
N -1.267 -0.834 -0.160 1.053
O -0.796 -0.246 -1.038 -0.490
O -1.258 -0.050 1.039 -0.422
H -1.299 0.920 0.784 0.377
C 1.554 0.368 -0.246 -0.439
S 1.743 1.688 0.710 -0.193
H 1.433 -0.537 0.146 0.358
H 1.632 0.582 -1.251 0.288
```



(3)
A cluster of 2 separate species, CH3NO3S in total in a non-equilibrium geometry, computed with ωB97M-V with the def2-TZVPD basis set.

Properties
SMILES: O=CS.O=NO
Lowest unoccupied orbital energy, eV: 0.34
F_max, hartree/bohr: 0.06542
Highest occupied orbital energy, eV: -10.023
Charge: 0
Energy relative to the best compared isomer or geometry (same formula, charge and spin), kJ/mol: 350.1

XYZ file:
```
9
Properties=species:S:1:pos:R:3:mulliken_charge:R:1
O 0.588 -0.904 -0.480 -0.518
C 0.273 -0.691 0.652 0.262
S 0.548 0.982 1.405 -0.215
H -0.336 -1.237 1.381 0.309
H 1.382 1.620 0.404 0.180
O -2.856 0.462 -0.007 -0.454
N -1.764 0.138 -0.283 0.351
O -1.452 0.490 -1.528 -0.309
H -0.638 0.103 -1.695 0.393
```



(4)
A cluster of 2 separate species, CH3NO3S in total in a non-equilibrium geometry, computed with ωB97M-V with the def2-TZVPD basis set.

Properties
Lowest unoccupied orbital energy, eV: -1.78
F_max, hartree/bohr: 0.10801
Highest occupied orbital energy, eV: -11.007
Charge: 0
Energy relative to the best compared isomer or geometry (same formula, charge and spin), kJ/mol: 404.9

XYZ file:
```
9
Properties=species:S:1:pos:R:3:mulliken_charge:R:1
C -0.575 1.247 -0.398 0.170
N 0.322 0.483 0.343 -0.382
O -1.057 0.806 -1.362 -0.441
O 0.881 -1.402 -1.347 -0.483
O 1.013 -1.719 1.063 -0.589
S 0.368 -1.149 -0.078 0.811
H -0.662 2.252 0.095 0.296
H 0.725 1.133 1.728 0.412
H -1.014 -1.651 -0.045 0.205
```



(5)
The molecule CH3NO4 in a non-equilibrium geometry, computed with ωB97M-V with the def2-TZVPD basis set.

Properties
SMILES: Cn1oooo1
Lowest unoccupied orbital energy, eV: 0.97
F_max, hartree/bohr: 0.10895
Highest occupied orbital energy, eV: -9.613
Charge: 0
Energy relative to the best compared isomer or geometry (same formula, charge and spin), kJ/mol: 879.8

XYZ file:
```
9
Properties=species:S:1:pos:R:3:mulliken_charge:R:1
C -1.279 -0.022 -0.032 -0.599
N 0.073 0.156 -0.456 -0.002
O 0.747 -1.048 -0.099 -0.121
O 2.056 -0.634 -0.340 -0.025
O 2.166 0.602 0.368 -0.018
O 0.836 1.066 0.340 -0.105
H -1.181 -0.535 0.961 0.324
H -1.781 0.980 0.046 0.264
H -1.638 -0.564 -0.788 0.282
```



(6)
A structure of composition CH3NO5 in a non-equilibrium geometry, computed with ωB97M-V with the def2-TZVPD basis set.

Properties
Lowest unoccupied orbital energy, eV: 0.47
F_max, hartree/bohr: 0.07971
Highest occupied orbital energy, eV: -9.948
Charge: 0
Energy relative to the best compared isomer or geometry (same formula, charge and spin), kJ/mol: 334.8

XYZ file:
```
10
Properties=species:S:1:pos:R:3:mulliken_charge:R:1
C -0.523 -0.313 1.087 0.908
N 0.189 0.453 -0.595 0.050
O -0.115 1.404 -1.504 -0.428
O 0.373 0.708 0.786 -0.279
O -0.048 -1.483 1.459 -0.453
O -1.685 -0.072 1.053 -0.520
O 1.343 -0.245 -0.819 -0.326
H -0.444 -2.286 1.186 0.347
H -1.059 1.386 -1.611 0.382
H 1.970 0.449 -1.043 0.320
```



(7)
A cluster of 2 separate species, CH3NOP2 in total in a non-equilibrium geometry, computed with ωB97M-V with the def2-TZVPD basis set.

Properties
Lowest unoccupied orbital energy (spin up / spin down), eV: -0.99 / -0.99
F_max, hartree/bohr: 0.06580
Highest occupied orbital energy (spin up / spin down), eV: -6.822 / -6.821
Charge: 0
Energy relative to the best compared isomer or geometry (same formula, charge and spin), kJ/mol: 265.0

XYZ file:
```
8
Properties=species:S:1:pos:R:3:mulliken_charge:R:1
C -0.398 -1.645 -0.857 -0.125
N -0.522 1.561 0.124 -0.016
O -0.685 -1.730 0.287 -0.264
P -1.210 1.469 -1.232 0.153
P 0.366 0.832 1.245 0.067
H 0.080 -2.450 -1.397 0.132
H 1.083 0.059 0.433 0.002
H 1.286 1.905 1.398 0.050
```



(8)
A structure of composition CH3NOP2 in a non-equilibrium geometry, computed with ωB97M-V with the def2-TZVPD basis set.

Properties
Lowest unoccupied orbital energy, eV: -0.86
F_max, hartree/bohr: 0.04863
Highest occupied orbital energy, eV: -8.408
Charge: 0
Energy relative to the best compared isomer or geometry (same formula, charge and spin), kJ/mol: 72.2

XYZ file:
```
8
Properties=species:S:1:pos:R:3:mulliken_charge:R:1
C 2.805 1.551 -1.122 0.036
N 0.415 0.247 0.078 -0.162
O 3.462 1.105 -2.012 -0.375
P 1.860 0.478 0.515 0.176
P -0.789 -0.254 1.186 -0.052
H 2.571 2.700 -1.087 0.247
H -0.940 1.069 1.606 0.064
H -1.956 0.042 0.403 0.067
```



(9)
The molecule CH3NOS in a non-equilibrium geometry, computed with ωB97M-V with the def2-TZVPD basis set.

Properties
SMILES: O=CNS
Lowest unoccupied orbital energy, eV: 0.75
F_max, hartree/bohr: 0.07266
Highest occupied orbital energy, eV: -9.658
Charge: 0
Energy relative to the best compared isomer or geometry (same formula, charge and spin), kJ/mol: 102.6

XYZ file:
```
7
Properties=species:S:1:pos:R:3:mulliken_charge:R:1
O -1.384 -0.282 -1.572 -0.477
C -0.550 0.253 -0.929 0.167
N -0.007 -0.374 0.243 -0.266
S 1.403 0.085 0.963 -0.129
H 0.100 1.124 -1.191 0.291
H -0.558 -1.244 0.287 0.280
H 0.995 0.440 2.198 0.134
```



(10)
The molecule CH3NOS in a non-equilibrium geometry, computed with ωB97M-V with the def2-TZVPD basis set.

Properties
SMILES: O=CNS
Lowest unoccupied orbital energy, eV: 0.76
F_max, hartree/bohr: 0.03190
Highest occupied orbital energy, eV: -10.130
Charge: 0
Energy relative to the best compared isomer or geometry (same formula, charge and spin), kJ/mol: 76.0

XYZ file:
```
7
Properties=species:S:1:pos:R:3:mulliken_charge:R:1
O -1.198 1.696 0.888 -0.491
C -0.779 0.903 0.104 0.148
N 0.162 -0.066 0.437 -0.257
S 0.746 -1.174 -0.647 -0.137
H -0.935 0.992 -0.975 0.315
H 0.230 -0.247 1.421 0.277
H 1.903 -0.484 -0.875 0.145
```



(11)
The molecule CH3NOS in a non-equilibrium geometry, computed with ωB97M-V with the def2-TZVPD basis set.

Properties
SMILES: ONC=S
Lowest unoccupied orbital energy, eV: 0.31
F_max, hartree/bohr: 0.06234
Highest occupied orbital energy, eV: -8.515
Charge: 0
Energy relative to the best compared isomer or geometry (same formula, charge and spin), kJ/mol: 280.7

XYZ file:
```
7
Properties=species:S:1:pos:R:3:mulliken_charge:R:1
O -1.504 -0.020 0.236 -0.392
N -0.196 0.298 -0.058 -0.085
C 0.813 -0.546 -0.135 -0.028
S 2.345 -0.030 -0.039 -0.379
H -2.093 0.732 -0.122 0.353
H -0.021 1.282 0.153 0.258
H 0.655 -1.716 -0.034 0.272
```



(12)
The molecule CH3NOS in a non-equilibrium geometry, computed with ωB97M-V with the def2-TZVPD basis set.

Properties
SMILES: CSN=O
Lowest unoccupied orbital energy (spin up / spin down), eV: -0.74 / -0.74
F_max, hartree/bohr: 0.06633
Highest occupied orbital energy (spin up / spin down), eV: -9.073 / -9.073
Charge: 0
Energy relative to the best compared isomer or geometry (same formula, charge and spin), kJ/mol: 450.6

XYZ file:
```
7
Properties=species:S:1:pos:R:3:mulliken_charge:R:1
C 1.055 0.002 -0.905 -0.799
S -0.880 0.407 0.149 0.028
N -1.950 0.183 1.398 0.239
O -1.988 -0.473 2.378 -0.335
H 1.235 -1.045 -0.728 0.294
H 0.799 0.270 -1.909 0.287
H 1.729 0.655 -0.383 0.286
```



What is the F_max in the eleventh record? 0.06234 hartree/bohr



What is the energy relative to the best compared isomer or geometry (same formula, charge and spin) in the twelfth record? 450.6 kJ/mol



Which of these has the highest energy relative to the best compared isomer or geometry (same formula, charge and spin)? CH3NO4



What is the F_max in the fourth record? 0.10801 hartree/bohr